Entry 1:
C3H7NO2 | ωB97M-V with the def2-TZVPD basis set

Computed properties:
Highest occupied orbital energy (eV): -9.613
F_max (Eh/bohr): 0.109
SMILES: OCC/C=N/O
Energy above the lowest of the compared OMol25 structures with the same formula, charge and spin (kcal/mol): 96.1
HOMO-LUMO gap (eV): 10.498

Structure (XYZ):
```
13
Properties=species:S:1:pos:R:3:forces:R:3
O -1.491 0.402 2.229 -2.8 1.0 0.0
C -0.776 -0.348 1.317 0.9 -1.1 -0.1
C -0.145 0.586 0.278 2.0 1.0 0.3
C 0.845 -0.058 -0.616 1.0 -2.4 -1.8
N 0.805 0.096 -1.911 0.2 -0.5 2.7
O 1.756 -0.730 -2.576 -0.6 3.8 -4.1
H -2.372 0.539 1.759 1.6 0.1 1.4
H -0.090 -1.045 1.908 -0.2 1.3 -1.0
H -1.471 -1.045 0.882 -0.1 -0.5 -0.8
H -0.779 1.167 -0.380 -1.0 -0.3 0.1
H 0.421 1.407 0.807 -0.5 -0.9 0.0
H 1.549 -0.870 -0.164 -1.0 1.5 -0.8
H 1.749 -0.099 -3.533 0.4 -3.3 4.0
```
Forces are in eV/Å.

natural (NBO) population analysis, charges in e, atoms 1 to 2: atom 1 (O): -0.702, atom 2 (C): -0.057

Entry 2:
C3H7NO2 | ωB97M-V with the def2-TZVPD basis set

Computed properties:
Highest occupied orbital energy (eV): -9.898
F_max (Eh/bohr): 0.117
SMILES: [H]/N=C\O.CC=O
Energy above the lowest of the compared OMol25 structures with the same formula, charge and spin (kcal/mol): 86.7
HOMO-LUMO gap (eV): 9.641

Structure (XYZ):
```
13
Properties=species:S:1:pos:R:3:forces:R:3
H -1.520 -0.359 1.467 0.0 -0.5 0.4
N -1.705 -0.974 0.672 1.0 1.4 -1.7
C -0.627 -1.321 0.112 1.8 -3.6 4.4
O 0.636 -1.424 1.002 -3.0 0.0 -0.8
H -0.554 -2.079 -0.671 -0.2 0.8 -0.4
H 1.244 -2.119 0.693 -0.5 0.5 -0.4
C 0.188 1.674 -0.080 -0.7 -0.7 0.5
C 0.462 0.452 -0.916 5.2 0.7 -0.8
O 1.551 -0.176 -0.770 -3.3 2.0 -1.2
H 0.551 1.511 0.937 0.0 0.0 -0.1
H 0.711 2.534 -0.503 0.0 -0.1 -0.2
H -0.885 1.877 -0.055 0.1 0.2 0.0
H -0.052 0.404 -1.888 -0.5 -0.6 0.3
```
Forces are in eV/Å.

natural (NBO) population analysis, charges in e, atoms 1 to 2: atom 1 (H): 0.359, atom 2 (N): -0.603

Entry 3:
C3H7NO2 | ωB97M-V with the def2-TZVPD basis set

Computed properties:
Highest occupied orbital energy (eV): -10.142
F_max (Eh/bohr): 0.008
SMILES: NC(=O)CCO
Energy above the lowest of the compared OMol25 structures with the same formula, charge and spin (kcal/mol): 11.2
HOMO-LUMO gap (eV): 11.015

Structure (XYZ):
```
13
Properties=species:S:1:pos:R:3:forces:R:3
N -1.870 -0.791 -0.550 0.0 -0.1 0.0
C -0.623 -0.275 -0.739 0.1 0.0 -0.1
O 0.085 -0.628 -1.672 -0.2 0.1 0.3
C -0.165 0.768 0.266 0.0 0.0 0.1
C 1.331 0.593 0.542 0.0 0.3 0.0
O 1.660 -0.752 0.812 0.0 -0.2 -0.2
H -2.335 -0.714 0.341 0.1 0.1 -0.2
H -2.110 -1.581 -1.130 0.0 0.1 0.0
H -0.741 0.691 1.194 0.1 -0.1 -0.1
H -0.358 1.764 -0.151 0.0 -0.1 0.0
H 1.914 0.972 -0.306 -0.1 0.0 0.1
H 1.612 1.173 1.428 -0.1 -0.1 -0.1
H 1.600 -1.219 -0.036 0.0 0.1 0.2
```
Forces are in eV/Å.

natural (NBO) population analysis, charges in e, atoms 1 to 2: atom 1 (N): -0.816, atom 2 (C): 0.683

Entry 4:
C3H7NO2 | ωB97M-V with the def2-TZVPD basis set

Computed properties:
Highest occupied orbital energy (eV): -9.641
F_max (Eh/bohr): 0.008
SMILES: C[C@@H](O)C(N)=O
Energy above the lowest of the compared OMol25 structures with the same formula, charge and spin (kcal/mol): 10.3
HOMO-LUMO gap (eV): 10.407

Structure (XYZ):
```
13
Properties=species:S:1:pos:R:3:forces:R:3
C 1.450 -0.624 -0.551 0.0 0.0 0.0
C 0.480 0.199 0.286 0.1 -0.2 0.1
O 0.351 1.541 -0.170 0.0 0.0 -0.3
C -0.890 -0.489 0.389 0.0 -0.1 0.0
N -1.918 0.379 0.563 0.0 -0.1 0.0
O -1.016 -1.700 0.337 0.0 0.4 0.1
H 1.804 -1.492 0.009 -0.1 0.1 -0.1
H 2.309 -0.004 -0.823 -0.1 -0.1 0.1
H 0.972 -1.001 -1.461 0.0 0.1 0.1
H 0.862 0.292 1.309 -0.1 0.0 -0.1
H 0.188 1.506 -1.122 0.0 0.1 0.1
H -1.737 1.370 0.565 -0.1 -0.1 0.0
H -2.854 0.022 0.670 0.1 0.0 0.0
```
Forces are in eV/Å.

natural (NBO) population analysis, charges in e, atoms 1 to 2: atom 1 (C): -0.635, atom 2 (C): -0.001

Entry 5:
C3H7NO2 | ωB97M-V with the def2-TZVPD basis set

Computed properties:
Highest occupied orbital energy (eV): -10.178
F_max (Eh/bohr): 0.148
SMILES: CC=O.NC=O
Energy above the lowest of the compared OMol25 structures with the same formula, charge and spin (kcal/mol): 65.9
HOMO-LUMO gap (eV): 10.182

Structure (XYZ):
```
13
Properties=species:S:1:pos:R:3:forces:R:3
C 0.018 -0.119 1.570 -0.3 -1.2 3.6
C -1.467 -0.437 1.755 -1.1 -7.5 0.2
O -2.064 -1.531 1.333 2.8 5.5 0.7
H 0.662 -0.917 1.172 -0.7 0.0 0.2
H 0.171 0.725 1.013 0.4 2.3 -1.3
H 0.351 0.130 2.710 -0.5 -0.6 -2.8
H -1.839 -0.198 2.760 -0.6 1.4 -0.4
N 0.212 0.018 -1.596 1.3 2.8 -1.2
C 1.082 0.879 -2.305 1.8 -2.0 -0.8
O 2.316 0.709 -2.320 -3.0 0.9 0.5
H -0.661 -0.184 -1.998 -1.2 0.0 -0.4
H 0.621 -0.707 -1.076 0.7 -1.0 0.4
H 0.597 1.632 -3.018 0.3 -0.8 1.2
```
Forces are in eV/Å.

natural (NBO) population analysis, charges in e, atoms 1 to 2: atom 1 (C): -0.699, atom 2 (C): 0.378

Entry 6:
C3H7NO2 | ωB97M-V with the def2-TZVPD basis set

Computed properties:
Highest occupied orbital energy (eV): -9.906
F_max (Eh/bohr): 0.008
SMILES: O=CNCCO
Energy above the lowest of the compared OMol25 structures with the same formula, charge and spin (kcal/mol): 22.2
HOMO-LUMO gap (eV): 10.560

Structure (XYZ):
```
13
Properties=species:S:1:pos:R:3:forces:R:3
O -0.606 -1.752 1.095 -0.1 0.4 0.0
C -1.243 -0.711 1.073 0.0 -0.2 0.2
N -1.154 0.261 0.142 0.0 0.0 0.1
C -0.147 0.359 -0.917 0.1 0.0 -0.1
C 1.288 0.421 -0.385 -0.1 0.4 -0.2
O 1.810 -0.778 0.116 -0.1 -0.1 0.1
H -1.965 -0.460 1.874 -0.1 -0.1 -0.2
H -1.749 1.062 0.290 0.1 -0.1 0.0
H -0.259 -0.436 -1.665 0.0 0.0 0.3
H -0.360 1.307 -1.423 0.1 -0.1 0.0
H 1.947 0.718 -1.210 -0.1 0.0 0.1
H 1.312 1.232 0.365 0.1 -0.1 0.0
H 1.125 -1.223 0.645 0.1 0.0 -0.2
```
Forces are in eV/Å.

natural (NBO) population analysis, charges in e, atoms 1 to 2: atom 1 (O): -0.637, atom 2 (C): 0.534

Entry 7:
C3H7NO2 | ωB97M-V with the def2-TZVPD basis set

Computed properties:
Highest occupied orbital energy (eV): -10.018
F_max (Eh/bohr): 0.007
SMILES: NC(=O)CCO
Energy above the lowest of the compared OMol25 structures with the same formula, charge and spin (kcal/mol): 12.8
HOMO-LUMO gap (eV): 10.800

Structure (XYZ):
```
13
Properties=species:S:1:pos:R:3:forces:R:3
N 0.765 0.064 -1.533 0.0 -0.1 -0.1
C -0.454 -0.384 -1.063 -0.1 0.0 -0.1
O -1.445 -0.383 -1.766 0.3 0.0 0.2
C -0.477 -0.767 0.406 0.0 -0.1 0.0
C -0.287 0.454 1.316 -0.3 -0.1 0.1
O 1.008 1.011 1.212 0.1 0.2 -0.2
H 1.612 -0.226 -1.067 -0.2 0.0 0.0
H 0.818 0.171 -2.537 0.0 0.0 0.1
H 0.314 -1.492 0.634 -0.1 0.1 -0.1
H -1.447 -1.232 0.599 0.1 0.1 0.0
H -1.064 1.202 1.097 0.1 -0.1 0.0
H -0.408 0.148 2.359 0.0 0.0 -0.2
H 1.064 1.435 0.345 0.1 0.0 0.2
```
Forces are in eV/Å.

natural (NBO) population analysis, charges in e, atoms 1 to 2: atom 1 (N): -0.855, atom 2 (C): 0.673

Entry 8:
C3H7NO2 | ωB97M-V with the def2-TZVPD basis set

Computed properties:
Highest occupied orbital energy (eV): -10.058
F_max (Eh/bohr): 0.121
Energy above the lowest of the compared OMol25 structures with the same formula, charge and spin (kcal/mol): 118.7
HOMO-LUMO gap (eV): 9.656

Structure (XYZ):
```
13
Properties=species:S:1:pos:R:3:forces:R:3
C 0.493 -0.390 -0.078 -2.0 2.9 -1.4
C -0.495 -0.743 1.014 -2.1 -3.1 -0.3
O -0.274 -2.236 1.254 -0.1 1.3 0.2
C 0.018 0.981 -0.771 -5.2 -3.0 -1.8
N 1.057 1.650 -1.599 -2.2 -0.6 4.0
O -1.233 1.287 -0.683 4.1 -0.3 -0.7
H 0.480 -1.016 -0.965 0.2 -0.7 0.4
H 1.458 -0.195 0.323 1.0 -0.5 0.1
H -0.223 -0.274 1.923 0.5 0.3 1.0
H -1.645 -0.498 0.944 2.5 -0.5 -0.8
H -0.948 -2.867 0.942 0.1 1.2 0.0
H 0.605 2.498 -1.957 -0.2 -0.1 -0.1
H 0.706 1.803 -0.348 3.6 3.1 -0.6
```
Forces are in eV/Å.

natural (NBO) population analysis, charges in e, atoms 1 to 2: atom 1 (C): -0.472, atom 2 (C): -0.070

Entry 9:
C3H7NO2 | ωB97M-V with the def2-TZVPD basis set

Computed properties:
Highest occupied orbital energy (eV): -9.215
F_max (Eh/bohr): 0.051
Energy above the lowest of the compared OMol25 structures with the same formula, charge and spin (kcal/mol): 35.1
HOMO-LUMO gap (eV): 9.924

Structure (XYZ):
```
13
Properties=species:S:1:pos:R:3:forces:R:3
O 0.127 0.709 0.031 -1.7 0.0 0.7
C 0.918 -0.210 -0.392 1.4 -0.7 -0.6
O 1.146 -1.293 0.146 -0.5 0.2 0.0
C 1.699 0.161 -1.651 0.0 0.7 -0.1
H 2.741 -0.151 -1.553 -0.2 -0.1 0.0
H 1.282 -0.309 -2.547 -0.1 -0.1 0.3
H 1.656 1.249 -1.796 0.0 -0.3 0.0
C -0.962 0.050 1.423 2.3 0.8 -0.9
N -2.243 -0.098 1.137 -0.6 0.0 -0.3
H -0.276 -0.788 1.441 -0.6 -0.5 0.4
H -0.622 0.899 1.999 -0.6 -0.1 0.3
H -2.889 0.673 1.142 0.2 0.2 0.1
H -2.577 -0.894 0.619 0.3 -0.1 0.1
```
Forces are in eV/Å.

natural (NBO) population analysis, charges in e, atoms 1 to 2: atom 1 (O): -0.648, atom 2 (C): 0.784

Entry 10:
C3H7NO2 | ωB97M-V with the def2-TZVPD basis set

Computed properties:
Highest occupied orbital energy (eV): -9.539
F_max (Eh/bohr): 0.007
Energy above the lowest of the compared OMol25 structures with the same formula, charge and spin (kcal/mol): 71.7
HOMO-LUMO gap (eV): 9.521

Structure (XYZ):
```
13
Properties=species:S:1:pos:R:3:forces:R:3
C 0.833 -0.208 -1.787 0.0 -0.1 -0.3
C -0.551 -0.139 -1.674 0.2 0.0 -0.1
O -0.583 -1.503 0.816 0.0 0.3 0.1
C -0.586 -0.319 1.163 0.0 0.0 0.0
O -0.430 0.706 0.347 0.1 -0.2 0.1
N -0.787 0.035 2.475 0.1 0.0 0.0
H 1.318 -1.158 -1.577 -0.1 0.1 0.0
H 0.585 0.306 -0.653 -0.3 0.1 0.2
H 1.368 0.522 -2.387 -0.1 -0.1 0.1
H -1.104 0.725 -2.030 0.1 -0.1 0.1
H -1.101 -0.964 -1.232 0.1 0.1 -0.1
H -0.575 0.980 2.748 0.0 -0.1 -0.1
H -0.693 -0.695 3.163 0.0 0.1 -0.1
```
Forces are in eV/Å.

natural (NBO) population analysis, charges in e, atoms 1 to 2: atom 1 (C): -0.720, atom 2 (C): 0.003